Entry 1:
{
  "formula": "C5H7F2IS",
  "method": "wB97M-V/def2-TZVPD",
  "total_charge": 0,
  "e_homo_ev": [-8.64, -8.64],
  "symbols": ["I", "S", "F", "F", "C", "C", "C", "C", "C", "H", "H", "H", "H", "H", "H", "H"],
  "coordinates": [[3.0432, -1.2834, 0.3636], [0.5879, 1.7681, 1.0478], [3.5730, 1.4984, -0.3137], [2.0747, 0.6322, -1.6008], [2.5918, 0.6231, -0.3809], [-0.8770, -0.9666, -0.3263], [-0.5434, -2.1064, 0.2531], [-1.5815, 0.1596, 0.3629], [-0.9149, 1.5076, 0.0949], [-0.7518, -2.2940, 1.2939], [-2.6081, 0.2138, -0.0165], [-0.6636, -0.7948, -1.3746], [-0.0615, -2.9027, -0.2869], [-1.6261, -0.0240, 1.4382], [-0.6802, 1.6378, -0.9633], [-1.5626, 2.3313, 0.4084]]
}

Entry 2:
{
  "formula": "C3H6NO4",
  "method": "wB97M-V/def2-TZVPD",
  "total_charge": -1,
  "e_above_lowest_kj_mol": 55.39,
  "e_homo_ev": -5.36,
  "symbols": ["O", "O", "O", "O", "N", "C", "C", "C", "H", "H", "H", "H", "H", "H"],
  "coordinates": [[-0.6211, 0.1790, -3.2435], [1.1636, -0.3807, -1.9355], [-1.3024, 0.3326, 1.2040], [0.8371, 1.9101, 2.0766], [-0.9564, 0.0079, -0.9978], [0.0082, -0.0975, -2.2169], [0.3426, -1.2842, 0.6214], [-0.7034, -0.2644, 0.2818], [-1.7169, 0.6324, -1.1974], [0.9549, 2.2614, 1.1853], [-0.0492, -1.9447, 1.3963], [1.1510, -0.7477, 1.1236], [0.1628, 1.2209, 1.9317], [0.7293, -1.8251, -0.2294]]
}

Entry 3:
{
  "formula": "C36H48HfN4S2Si2Te",
  "method": "wB97M-V/def2-TZVPD",
  "total_charge": 0,
  "e_above_lowest_kj_mol": 0.00,
  "e_homo_ev": -7.56,
  "symbols": ["Hf", "Te", "S", "S", "Si", "Si", "N", "N", "N", "N", "C", "C", "C", "C", "C", "C", "C", "C", "C", "C", "C", "C", "C", "C", "C", "C", "C", "C", "C", "C", "C", "C", "C", "C", "C", "C", "C", "C", "C", "C", "C", "C", "C", "C", "C", "C", "H", "H", "H", "H", "H", "H", "H", "H", "H", "H", "H", "H", "H", "H", "H", "H", "H", "H", "H", "H", "H", "H", "H", "H", "H", "H", "H", "H", "H", "H", "H", "H", "H", "H", "H", "H", "H", "H", "H", "H", "H", "H", "H", "H", "H", "H", "H", "H"],
  "coordinates": [[0.2150, -0.7589, 1.2675], [-1.9597, 4.3596, -2.5080], [0.0639, -0.8010, -1.2268], [0.4332, -1.8024, 3.6573], [2.5849, 1.9136, 0.3767], [-2.8960, 1.2210, 1.3752], [1.9550, -2.5290, 1.0515], [-1.2892, 0.6180, 1.7087], [1.5130, 0.8489, 1.2656], [-1.1058, -2.9110, 0.7276], [0.9389, 1.2626, 2.4889], [-1.3525, 4.2885, -6.7426], [-1.5979, -2.9334, -0.6299], [-2.8235, 3.1249, 1.4882], [-0.4624, 1.2135, 2.7196], [-4.0384, 0.3521, 2.6028], [-0.0697, -3.9666, 0.9643], [-1.5838, -2.2270, -2.9255], [4.3310, 1.7467, 0.9977], [1.8005, 3.6591, 0.5721], [1.2635, -3.6782, 0.3504], [3.9783, -4.5915, 3.3538], [-1.7746, 5.2618, -4.4771], [-2.5593, -3.9345, -0.9554], [1.8343, 1.5783, 3.5023], [-0.7503, 2.7970, -3.3181], [3.6039, -3.9491, 2.1894], [3.2962, -4.4548, 4.5270], [3.0318, -1.9749, 0.2242], [2.2288, -3.6006, 4.5748], [-0.7490, 2.9891, -4.8061], [2.4832, -3.1109, 2.2682], [-0.8046, 3.3878, -7.6157], [-0.2817, 1.9968, -5.6683], [-2.4709, -3.2608, -3.2554], [-1.1320, -2.0559, -1.5881], [-1.2770, 4.1383, -5.3790], [1.7740, -2.9163, 3.4333], [-2.2248, -3.0721, 1.6986], [-0.0599, 1.9959, 4.9736], [-0.2323, 2.2244, -7.0589], [-0.9374, 1.6015, 4.0184], [-3.2605, 0.8170, -0.4374], [2.6158, 1.4183, -1.4284], [1.2974, 1.9701, 4.7193], [-2.9720, -4.1085, -2.2678], [3.5174, -1.2293, 0.8731], [-2.7801, 5.5443, -4.7167], [-1.7803, 5.1609, -7.1519], [-0.5288, -4.9203, 0.5883], [-1.2461, 1.8592, -3.0221], [-4.2751, 1.2454, -0.6527], [2.8974, 1.5254, 3.3443], [-1.1808, -1.5130, -3.6242], [1.1258, -3.5023, -0.6821], [1.3233, 3.7115, 1.5394], [3.5810, -4.9422, 5.4312], [0.9706, 3.8012, -0.1691], [-4.2677, 1.0389, 3.4385], [4.4963, 0.6540, 1.1619], [-5.0223, 0.0265, 2.2974], [-2.2253, 3.4500, 0.6464], [0.0671, 1.0324, -5.3593], [-3.7580, 3.6105, 1.4801], [-2.5308, 1.2928, -1.1458], [-0.3913, 2.2774, 5.9712], [1.8624, -4.5940, 0.4964], [2.5423, 4.4778, 0.5111], [-2.8446, -3.3927, -4.2507], [4.5558, 2.2537, 1.9708], [2.7813, 0.3731, -1.6435], [-3.2756, -0.2655, -0.6012], [1.9789, 2.1856, 5.5768], [4.8665, -5.1917, 3.4084], [5.0101, 2.0604, 0.1856], [2.6003, -1.3656, -0.6343], [-2.9157, -2.2295, 1.4183], [1.6359, -3.5355, 5.5091], [0.0232, -4.0709, 2.0535], [0.2795, 2.8925, -3.0007], [-3.3993, -0.3969, 3.0796], [1.7227, 1.6802, -1.9910], [-2.9062, -4.5664, -0.1847], [3.6562, -2.7527, -0.1811], [-2.3341, 3.4798, 2.3882], [-2.7596, -4.0267, 1.7462], [3.4867, 1.9528, -1.8662], [4.2545, -4.0199, 1.3325], [0.1526, 1.3463, -7.6549], [-0.8490, 3.5326, -8.6761], [-2.0004, 1.4060, 4.2003], [-1.8144, -2.8706, 2.6830], [-1.1542, 6.2016, -4.4170], [-3.7250, -4.8343, -2.5146]]
}

Entry 4:
{
  "formula": "C2H6FNO4S2",
  "method": "wB97M-V/def2-TZVPD",
  "total_charge": 0,
  "e_above_lowest_kj_mol": 39.72,
  "e_homo_ev": [-11.71, -11.74],
  "symbols": ["S", "S", "F", "O", "O", "O", "O", "N", "C", "C", "H", "H", "H", "H", "H", "H"],
  "coordinates": [[0.7711, -0.7901, -1.3505], [-1.7154, 0.2175, 0.1850], [0.5717, 1.5740, 0.0244], [0.4778, -0.1402, -2.6004], [0.5689, -2.2343, -1.2629], [-2.1112, 1.2970, -0.7154], [-2.4283, -1.0577, 0.0876], [-0.1291, -0.2659, -0.0192], [-1.6871, 0.7920, 1.9004], [2.4987, -0.4877, -0.6999], [2.8292, -1.5203, -0.5782], [2.1941, 0.0291, 0.1488], [-2.4647, 1.5134, 1.9219], [-1.6205, -0.1562, 2.4722], [2.9948, -0.0273, -1.4864], [-0.7500, 1.2567, 1.9726]]
}

Entry 5:
{
  "formula": "C14H16BaN5O2",
  "method": "wB97M-V/def2-TZVPD",
  "total_charge": 1,
  "e_above_lowest_kj_mol": 132.33,
  "e_homo_ev": -10.54,
  "symbols": ["Ba", "O", "O", "N", "N", "N", "N", "N", "C", "C", "C", "C", "C", "C", "C", "C", "C", "C", "C", "C", "C", "C", "H", "H", "H", "H", "H", "H", "H", "H", "H", "H", "H", "H", "H", "H", "H", "H"],
  "coordinates": [[0.0709, 0.0617, -0.2297], [0.3130, 2.7427, -0.4604], [-3.7896, -0.2044, 0.4441], [2.8460, 0.0841, 2.8697], [-0.8755, 2.2881, -0.2149], [-2.7722, 0.7243, 0.2204], [0.5193, -0.1158, 2.4613], [2.7461, -0.0802, 0.5098], [4.7765, 0.0168, -0.7766], [-3.0857, 1.9752, 0.2159], [4.8528, 0.1866, 1.6057], [1.3420, 0.0197, 4.7023], [5.5092, 0.1634, 0.4028], [-2.0851, 4.4214, -0.1293], [-1.0066, -0.1836, 4.3200], [-4.4726, 2.4790, 0.4751], [-1.9741, 2.9344, -0.0591], [3.4168, -0.0958, -0.6574], [-0.7243, -0.1979, 2.9788], [0.0683, -0.0693, 5.2019], [3.4523, 0.0602, 1.6231], [1.5346, -0.0082, 3.3104], [5.3984, 0.3020, 2.5328], [-4.6497, 0.2085, 0.2802], [-1.7506, 4.8957, 0.7962], [2.8137, -0.2054, -1.5570], [-5.0707, 2.4737, -0.4406], [-1.5426, -0.2703, 2.2652], [-1.4306, 4.7826, -0.9228], [-4.4444, 3.5041, 0.8320], [-3.0995, 4.7555, -0.3369], [2.1934, 0.1096, 5.3638], [3.5044, 0.1875, 3.6236], [-0.0944, -0.0496, 6.2712], [6.5861, 0.2607, 0.3744], [-2.0265, -0.2560, 4.6663], [-4.9803, 1.8783, 1.2307], [5.2489, -0.0038, -1.7468]]
}

Entry 6:
{
  "formula": "C4H11N2",
  "method": "wB97M-V/def2-TZVPD",
  "total_charge": 1,
  "e_above_lowest_kj_mol": 542.27,
  "e_homo_ev": [-14.08, -14.08],
  "symbols": ["N", "N", "C", "C", "C", "C", "H", "H", "H", "H", "H", "H", "H", "H", "H", "H", "H"],
  "coordinates": [[-1.0673, -0.0576, 0.0839], [1.9862, 0.7780, 0.2568], [0.2401, -0.1569, 0.1848], [-1.9948, -1.2248, 0.1865], [-1.8156, 1.2115, -0.1625], [2.9974, -0.1032, -0.1526], [-0.9582, 1.9040, -0.1521], [0.6626, -1.1639, 0.1078], [1.8388, 1.6519, -0.3522], [-2.5367, -0.9388, 1.0446], [3.7286, 0.1151, 0.6192], [2.5910, -1.0780, 0.2904], [-2.6960, -1.2364, -0.7077], [3.4953, -0.0018, -1.1865], [-2.4664, 1.3638, 0.6596], [-2.5442, 1.1167, -1.0820], [-1.4606, -2.1798, 0.3620]]
}

Entry 7:
{
  "formula": "C5H6O2",
  "method": "wB97M-V/def2-TZVPD",
  "total_charge": 0,
  "e_above_lowest_kj_mol": 451.12,
  "e_homo_ev": -9.06,
  "symbols": ["O", "O", "C", "C", "C", "C", "C", "H", "H", "H", "H", "H", "H"],
  "coordinates": [[-1.1996, 1.9787, -0.0278], [2.0142, -1.5015, -0.2462], [-0.5002, -0.6060, 1.0084], [0.0127, 1.5500, -0.2838], [-0.8658, -0.8584, -0.3855], [1.6615, -0.3506, -0.3757], [0.2809, 0.1231, -0.0950], [0.0784, -1.3577, 1.5373], [-0.3808, 2.7307, -0.3954], [2.3594, 0.4398, -0.7199], [-1.1465, 0.0355, 1.6016], [-1.7696, -0.3952, -0.7725], [-0.5445, -1.7883, -0.8456]]
}

Entry 8:
{
  "formula": "C5H8O2",
  "method": "wB97M-V/def2-TZVPD",
  "total_charge": 0,
  "smiles": "C[C@@H]1[C@H](O)[C@@H]2O[C@H]12",
  "e_above_lowest_kj_mol": 231.79,
  "e_homo_ev": -9.79,
  "symbols": ["O", "O", "C", "C", "C", "C", "C", "H", "H", "H", "H", "H", "H", "H", "H"],
  "coordinates": [[-0.7824, 0.7215, -1.5527], [-1.0517, -1.6342, -0.4076], [-0.0878, 1.2791, -0.4281], [-1.4564, 0.7779, -0.2933], [1.7184, -0.6057, 0.2798], [0.4474, 0.1896, 0.5038], [-0.9616, -0.5030, 0.4079], [0.4909, 0.6706, 1.4903], [1.6398, -1.2966, -0.5630], [0.2711, 2.2945, -0.5652], [1.9299, -1.2009, 1.1750], [-0.9231, -1.2977, -1.3110], [-2.4034, 1.3044, -0.2250], [-1.4059, -0.7561, 1.3724], [2.5749, 0.0566, 0.1167]]
}

Please write out number 6 again, unchanged.
{
  "formula": "C4H11N2",
  "method": "wB97M-V/def2-TZVPD",
  "total_charge": 1,
  "e_above_lowest_kj_mol": 542.27,
  "e_homo_ev": [-14.08, -14.08],
  "symbols": ["N", "N", "C", "C", "C", "C", "H", "H", "H", "H", "H", "H", "H", "H", "H", "H", "H"],
  "coordinates": [[-1.0673, -0.0576, 0.0839], [1.9862, 0.7780, 0.2568], [0.2401, -0.1569, 0.1848], [-1.9948, -1.2248, 0.1865], [-1.8156, 1.2115, -0.1625], [2.9974, -0.1032, -0.1526], [-0.9582, 1.9040, -0.1521], [0.6626, -1.1639, 0.1078], [1.8388, 1.6519, -0.3522], [-2.5367, -0.9388, 1.0446], [3.7286, 0.1151, 0.6192], [2.5910, -1.0780, 0.2904], [-2.6960, -1.2364, -0.7077], [3.4953, -0.0018, -1.1865], [-2.4664, 1.3638, 0.6596], [-2.5442, 1.1167, -1.0820], [-1.4606, -2.1798, 0.3620]]
}